[1]
{"formula": "C25H17N2O5", "method": "the ωB97M-V functional and the def2-TZVPD basis", "gap_ev": 5.76, "lumo_ha": 0.065, "relative_energy_kcal_mol": 14.28, "e_homo_ev": -3.98, "total_charge": -1, "species": ["C", "C", "N", "C", "C", "C", "C", "N", "O", "O", "C", "C", "H", "H", "H", "H", "H", "C", "O", "C", "C", "C", "C", "C", "C", "C", "O", "C", "C", "C", "C", "C", "C", "C", "O", "C", "C", "H", "H", "H", "H", "H", "H", "H", "H", "H", "H", "H", "H"], "positions_angstrom": [[0.0355, 1.6718, -0.7938], [-0.2051, 1.7313, -2.1693], [-0.3066, 1.7874, -3.3531], [-0.4541, 2.7250, 0.0406], [0.2823, 3.1738, 1.1888], [-0.2328, 4.1529, 2.0200], [-1.5370, 4.6388, 1.8007], [-2.1744, 5.4260, 2.7986], [-3.3736, 5.7471, 2.6395], [-1.5263, 5.7496, 3.8195], [-2.2613, 4.2550, 0.6532], [-1.7223, 3.3219, -0.2229], [0.9643, 1.2092, -0.4782], [1.2567, 2.7456, 1.4110], [0.3194, 4.5529, 2.8672], [-3.2390, 4.6965, 0.5032], [-2.2995, 3.0138, -1.0935], [1.3102, -1.7750, 5.2446], [-0.0204, -1.8934, 4.6817], [-0.1891, -1.4957, 3.3956], [0.8893, -1.0021, 2.6205], [0.6864, -0.7548, 1.2768], [-0.5830, -0.8454, 0.6971], [-0.7332, -0.5137, -0.7187], [-0.2152, -1.3383, -1.6820], [-0.6766, -1.3681, -3.1098], [-1.6831, -0.8900, -3.6007], [0.3636, -2.1550, -3.8448], [1.2629, -2.7169, -2.9362], [2.3361, -3.4982, -3.3540], [2.4877, -3.7402, -4.7241], [1.5993, -3.1589, -5.6466], [0.5441, -2.3488, -5.2087], [0.9539, -2.2677, -1.5476], [1.6168, -2.5971, -0.5671], [-1.6668, -1.2819, 1.4908], [-1.4757, -1.6123, 2.8150], [1.1959, -2.1237, 6.2670], [2.0253, -2.4004, 4.6980], [1.6466, -0.7334, 5.2275], [1.8852, -0.8624, 3.0352], [1.5396, -0.4696, 0.6671], [-1.6049, 0.0896, -1.0028], [3.0241, -3.8975, -2.6060], [3.2979, -4.3797, -5.0715], [1.7345, -3.3435, -6.7124], [-0.1407, -1.8573, -5.9002], [-2.6538, -1.3890, 1.0339], [-2.2833, -1.9783, 3.4509]], "atomic_forces_ev_per_a": [[0.743, 0.304, 0.605], [0.245, 0.469, -4.034], [0.108, -0.153, 3.470], [-0.262, -0.229, 0.326], [-0.630, 0.288, -0.124], [-0.323, -0.266, -0.049], [0.253, -0.521, -0.668], [-0.727, 1.054, 1.156], [1.602, -0.357, 0.202], [-0.829, -0.375, -1.339], [0.500, -0.302, 0.125], [-0.023, 0.595, 0.609], [0.123, 0.292, -0.346], [-0.124, 0.079, -0.187], [-0.089, -0.287, -0.129], [0.051, -0.177, -0.045], [0.229, 0.047, 0.126], [-0.997, -0.055, -0.450], [0.562, 0.054, 0.663], [0.467, 0.472, -1.159], [-0.694, -0.599, 0.471], [-0.445, 0.301, 0.035], [0.518, 0.163, 1.091], [-1.913, -0.514, -0.478], [0.727, -0.137, -0.415], [-0.063, 0.634, 0.384], [0.521, -0.517, 0.366], [0.607, -0.549, -0.254], [0.179, -0.109, -0.544], [-0.181, -0.001, -0.058], [-0.320, 0.221, 0.117], [0.027, 0.001, 0.332], [-0.169, -0.041, -0.009], [-0.211, 0.488, 0.436], [-0.510, 0.138, -0.767], [0.423, 0.404, -0.767], [0.845, -0.186, 0.982], [0.131, 0.025, 0.003], [-0.130, 0.052, 0.078], [-0.046, -0.110, 0.065], [-0.286, -0.146, -0.063], [-0.252, 0.025, 0.132], [0.075, -0.784, 0.151], [-0.182, 0.064, -0.273], [-0.147, 0.182, 0.007], [-0.009, 0.080, 0.248], [0.182, -0.216, 0.066], [0.276, 0.111, 0.166], [0.167, 0.089, -0.254]], "mulliken_charge": [-1.016, 0.358, -0.736, 1.097, -0.492, -0.447, -0.112, 0.919, -0.636, -0.644, -0.607, -0.471, 0.541, 0.376, 0.429, 0.434, 0.350, -0.791, -0.479, 0.925, -0.679, -0.145, 0.399, -1.104, 0.664, -0.694, -0.631, 0.255, -0.013, -0.315, -0.455, -0.442, -0.397, 0.595, -0.703, -0.296, -0.805, 0.236, 0.327, 0.308, 0.299, 0.422, 0.713, 0.440, 0.367, 0.366, 0.451, 0.454, 0.389]}

---

[2]
{"formula": "C25H17N2O8ReS3", "method": "the ωB97M-V functional and the def2-TZVPD basis", "gap_ev": [7.83, 5.43], "lumo_ha": [0.088, 0.037], "relative_energy_kcal_mol": 10.39, "e_homo_ev": [-5.42, -4.42], "multiplicity": 4, "total_charge": -1, "species": ["Re", "C", "C", "C", "C", "C", "C", "N", "N", "C", "C", "C", "C", "C", "C", "H", "H", "H", "H", "H", "H", "H", "H", "H", "O", "S", "O", "O", "C", "C", "C", "C", "C", "C", "S", "O", "O", "O", "H", "H", "H", "H", "O", "C", "O", "C", "C", "C", "C", "C", "C", "S", "H", "H", "H", "H"], "positions_angstrom": [[-0.2328, -0.3632, 0.1170], [4.8029, 0.1852, -2.0769], [3.7332, 1.0592, -1.9601], [2.7026, 0.8001, -1.0678], [2.7491, -0.3492, -0.2886], [3.8158, -1.2374, -0.4046], [4.8389, -0.9635, -1.2959], [1.6797, -0.6355, 0.6129], [2.0471, -1.2753, 1.6975], [0.9478, -1.6086, 2.4309], [1.0810, -2.2545, 3.6730], [-0.0490, -2.5643, 4.3882], [-1.3214, -2.2472, 3.8800], [-1.4563, -1.6214, 2.6593], [-0.3210, -1.2769, 1.9093], [5.6035, 0.3931, -2.7762], [3.6919, 1.9570, -2.5641], [1.8732, 1.4912, -0.9793], [3.8214, -2.1296, 0.2039], [5.6655, -1.6574, -1.3881], [2.0721, -2.4912, 4.0392], [0.0359, -3.0601, 5.3477], [-2.2044, -2.5037, 4.4530], [-2.4438, -1.4002, 2.2721], [-1.0638, -4.4348, -1.1590], [-1.4014, -3.0424, -1.0871], [-0.1667, -2.2036, -0.8804], [-2.4620, -2.6591, -0.1939], [-1.9126, -2.5695, -2.7438], [-2.2740, -3.6178, -3.5768], [-2.7075, -3.3881, -4.8744], [-2.7781, -2.0932, -5.3551], [-2.4176, -1.0361, -4.5322], [-1.9839, -1.2598, -3.2321], [-1.5389, 0.2267, -2.3338], [-0.0760, 0.2271, -2.1437], [-2.0945, 1.3145, -3.0722], [-2.0753, 0.0658, -0.9444], [-2.1998, -4.6243, -3.1894], [-2.9846, -4.2244, -5.5034], [-3.1117, -1.8951, -6.3654], [-2.4768, -0.0181, -4.8889], [0.2225, 2.8341, -0.3811], [-0.2263, 2.5808, 0.7233], [-0.5762, 1.3881, 1.1262], [-0.4202, 3.6310, 1.7686], [-0.2168, 4.9617, 1.4181], [-0.3813, 5.9738, 2.3442], [-0.7549, 5.6471, 3.6442], [-0.9590, 4.3299, 4.0092], [-0.7889, 3.2993, 3.0767], [-1.0152, 1.6501, 3.6004], [0.0717, 5.1676, 0.3954], [-0.2235, 7.0065, 2.0614], [-0.8905, 6.4280, 4.3830], [-1.2491, 4.0877, 5.0241]], "atomic_forces_ev_per_a": [[0.150, -0.146, -0.305], [0.009, 0.006, -0.011], [-0.019, 0.017, -0.003], [0.003, -0.016, 0.010], [0.014, 0.006, -0.045], [-0.013, 0.030, -0.001], [0.001, -0.019, 0.013], [-0.036, -0.194, 0.195], [0.041, 0.094, -0.069], [-0.049, 0.022, 0.031], [-0.005, 0.008, -0.006], [0.003, -0.001, -0.002], [-0.002, -0.004, 0.002], [-0.046, -0.027, 0.001], [0.009, 0.011, 0.071], [-0.006, -0.001, 0.006], [0.004, -0.010, 0.002], [0.004, 0.003, 0.017], [-0.002, -0.003, 0.004], [-0.005, 0.005, 0.001], [-0.003, 0.002, 0.000], [0.002, 0.004, -0.004], [0.003, 0.003, -0.003], [0.017, -0.003, -0.008], [0.061, 0.003, -0.068], [-0.156, 0.082, -0.058], [0.010, 0.049, 0.130], [0.011, -0.059, -0.003], [0.037, -0.036, -0.008], [-0.025, -0.057, -0.025], [0.005, 0.033, 0.008], [0.016, 0.003, 0.044], [-0.031, -0.008, -0.055], [-0.019, 0.070, -0.026], [-0.013, -0.039, 0.253], [0.114, 0.065, -0.131], [0.002, 0.007, 0.016], [-0.170, -0.075, 0.048], [0.009, 0.011, 0.012], [0.002, 0.001, 0.002], [-0.002, -0.005, -0.002], [0.008, -0.003, 0.015], [0.040, -0.009, 0.033], [-0.083, -0.038, -0.043], [0.149, 0.183, -0.035], [-0.040, 0.014, -0.006], [-0.017, -0.007, -0.009], [0.006, 0.017, -0.003], [0.002, 0.009, 0.004], [0.005, 0.019, 0.000], [0.005, -0.041, 0.014], [0.000, 0.034, 0.004], [0.001, 0.001, 0.004], [-0.003, -0.002, 0.004], [0.001, -0.002, -0.005], [0.000, -0.010, -0.010]], "mulliken_spin": [2.397, -0.010, 0.015, -0.001, 0.019, -0.025, 0.008, -0.068, -0.335, 0.046, -0.092, 0.089, -0.094, 0.001, -0.100, -0.001, 0.001, -0.014, -0.001, 0.000, -0.001, 0.006, -0.006, 0.005, 0.000, 0.002, 0.028, 0.006, -0.005, -0.001, 0.001, 0.000, -0.001, 0.019, 0.005, 0.030, 0.000, 0.038, 0.000, 0.000, 0.000, 0.000, 0.012, 0.029, 0.079, -0.027, 0.003, -0.006, -0.007, 0.015, -0.008, 0.967, 0.002, 0.000, 0.000, -0.020]}

---

Respective maximum force values: 4.07, 0.37 eV Å⁻¹.